Entry 1:
19
Properties=species:S:1:pos:R:3:forces:R:3 method="wB97M-V/def2-TZVPD" smiles=CCC.CC
C -0.931854 -1.592846 1.694708 1.47 0.14 0.50
C -2.041954 -0.673160 1.344922 -1.37 2.15 -0.31
C -2.097463 0.727170 2.142636 -1.77 -0.35 -0.35
H -0.532378 -1.459849 2.723151 -0.57 -0.52 -0.43
H -0.091557 -1.428616 1.055281 0.90 0.63 -0.38
H -1.142659 -2.605640 1.410225 -0.50 -0.76 0.59
H -1.942843 -0.394496 0.263181 -0.61 -0.57 0.79
H -2.993786 -1.192148 1.566229 0.31 0.38 -0.54
H -3.203800 0.884120 2.548297 2.31 -0.15 -0.95
H -1.476261 0.564105 3.033207 0.03 0.73 -0.24
H -1.824212 1.651370 1.497474 -0.20 -1.68 1.31
C 2.066765 0.022060 -2.544316 1.72 -0.09 -2.54
C 2.535279 1.472627 -2.247644 0.07 -1.77 1.45
H 1.382592 -0.335069 -1.931407 -3.17 -1.44 3.64
H 1.481047 -0.076566 -3.481316 0.83 0.25 -0.03
H 2.858154 -0.811073 -2.511393 -0.67 1.68 -0.38
H 1.880832 2.213261 -1.712007 0.19 -1.25 -0.45
H 2.648909 1.789980 -3.246712 1.31 1.32 -0.73
H 3.425187 1.244772 -1.604514 -0.28 1.30 -0.97

Entry 2:
64
Properties=species:S:1:pos:R:3:forces:R:3 method="wB97M-V/def2-TZVPD" total_charge=-2
Pd -0.345691 -0.459172 -0.950415 -0.33 -0.05 -0.34
C -0.662613 0.714157 6.991163 -0.45 0.02 0.04
C -0.262778 0.275046 5.608615 0.43 -0.07 -0.20
C 1.053714 -0.063878 5.318354 0.02 0.04 0.01
C 1.457538 -0.436137 4.040452 -0.29 -0.03 -0.55
C 2.898817 -0.809611 3.808877 -0.24 0.01 0.38
C 0.522911 -0.471411 2.966797 0.05 -0.41 0.11
Te 1.046365 -1.222905 1.009212 0.50 -0.18 1.37
C -0.819121 -0.147046 3.265306 -0.22 -0.04 -0.26
C -1.913459 -0.174034 2.204254 0.46 0.23 0.27
C -1.172560 0.200244 4.563260 -0.26 0.02 0.20
H 0.235532 0.860935 7.616978 -0.48 -0.05 -0.13
H -1.329330 -0.044160 7.453245 0.36 0.41 0.01
H -1.236635 1.663814 6.931845 0.35 -0.45 0.21
H 1.798645 -0.063193 6.113649 -0.04 0.10 -0.01
H 3.506985 -0.649315 4.711097 -0.16 -0.06 -0.12
H 3.298724 -0.207817 3.004490 0.21 0.09 -0.32
H 2.970003 -1.853411 3.499344 0.09 -0.03 -0.07
H -1.772090 0.677396 1.515189 0.00 -0.44 0.09
H -2.907062 -0.084053 2.654340 0.05 -0.02 0.11
H -1.851636 -1.093471 1.615024 -0.02 0.20 -0.01
H -2.224113 0.371899 4.778885 -0.05 0.19 -0.03
N -1.813150 2.716121 -0.445500 0.39 1.82 0.18
C -0.549366 3.116280 -0.736395 3.61 -2.42 0.56
N -0.266918 4.387835 -1.175758 -0.69 1.37 -0.09
O 0.448625 2.342460 -0.605345 -2.65 1.97 -0.34
H -2.620757 3.295690 -0.546724 -0.03 0.24 -0.34
H -1.950637 1.750973 -0.534607 -0.12 -1.88 -0.14
H -0.899318 5.171346 -1.037167 0.04 -0.51 -0.03
H 0.712143 4.642546 -1.144059 -0.31 -0.42 0.08
C 4.729864 0.011213 -0.008127 -0.02 0.03 -0.17
C 4.177229 0.880662 -1.160326 0.65 0.95 0.68
C 3.652763 0.193218 -2.378807 -1.34 -1.00 -1.32
S 1.745001 -0.291646 -2.446030 0.49 0.76 0.60
O 1.250054 0.407102 -3.680610 0.79 -0.74 -0.18
C 1.887030 -2.160708 -2.648105 -0.16 0.69 -0.34
C 2.062175 -2.779820 -4.045798 -0.16 0.04 0.43
C 0.787425 -2.624266 -4.922123 0.78 -0.18 -0.11
H 5.352990 0.628436 0.669457 -0.40 -0.23 -0.21
H 5.386264 -0.785672 -0.395405 -0.16 0.16 0.00
H 3.917276 -0.462758 0.565550 0.24 0.18 -0.19
H 5.015994 1.531997 -1.521961 -0.51 -0.34 0.31
H 3.408206 1.570010 -0.771553 0.17 -0.22 -0.02
H 4.125222 -0.759724 -2.577724 0.58 -0.18 -0.11
H 3.719017 0.831386 -3.273952 -0.06 -0.24 0.27
H 0.919916 -2.486837 -2.225291 0.31 0.17 -0.11
H 2.669659 -2.443103 -1.932320 -0.04 0.06 -0.15
H 2.195118 -3.854301 -3.823898 0.02 0.18 -0.28
H 2.997863 -2.453783 -4.541785 -0.50 0.07 0.10
H -0.076820 -2.896311 -4.303188 0.06 0.26 -0.28
H 0.869517 -3.349669 -5.754538 -0.19 0.35 0.16
H 0.657905 -1.601608 -5.328244 0.03 -0.58 0.44
Se -1.627316 -0.230876 -3.009460 -0.22 0.05 0.09
C -3.434276 -0.248211 -2.460037 -0.23 -0.01 -0.52
C -4.401848 -0.077136 -3.484415 -0.42 0.06 0.95
C -5.758239 0.051720 -3.153920 0.84 0.08 -0.63
C -6.136660 0.038158 -1.820945 -0.55 -0.16 0.22
C -5.199053 -0.165798 -0.810627 -0.12 -0.11 0.04
C -3.860634 -0.347757 -1.117392 0.06 -0.06 -0.16
H -4.023768 -0.023061 -4.502784 -0.27 -0.01 0.08
H -6.504567 0.194312 -3.944374 0.20 -0.08 0.28
H -7.190105 0.099185 -1.575056 -0.06 0.15 0.10
H -5.537878 -0.204380 0.227759 0.12 -0.04 -0.22
H -3.128089 -0.597120 -0.338355 -0.15 0.28 -0.40

Gap between HOMO and LUMO in eV, matching the order above: 12.1, 4.0
DFT total energy in eV, matching the order above: -5410.33892, -117395.61059